Here is C2H6N4OS in the gas phase at a distorted geometry from the Open Molecules 2025 dataset. Energies are from wB97M-V/def2-TZVPD.

The SMILES is [H]/N=C\N(O)/C(=N/[H])NS. Its largest force on an atom is 3.087 eV/A. The HOMO-LUMO gap is 9.6 eV. The energy above the lowest of the compared OMol25 structures with the same formula, charge and spin comes out at 79.6 kcal per mole. The multiplicity is 1. The calculation puts the HOMO energy at -9.16 eV.

Geometry (Å):
H  0.167  1.958  0.471
N  1.176  2.053  0.316
C  1.657  0.945  -0.095
N  0.992  -0.303  -0.420
O  1.891  -1.354  -0.515
C  -0.290  -0.673  -0.044
N  -0.371  -1.759  0.584
H  -1.347  -1.920  0.877
N  -1.217  0.247  -0.442
S  -2.883  0.113  -0.274
H  2.731  0.954  -0.351
H  1.438  -2.022  0.106
H  -0.845  0.937  -1.053
H  -3.100  0.824  0.838